1.
DFT (the ωB97M-V functional and the def2-TZVPD basis) results for C4H5CrLiO2 as an isolated structure at a distorted geometry.

Each line ends with the Löwdin charge.
Cartesian coordinates (Å):
C 0.67487 -0.08160 -1.48558  -0.345
C 1.11119 -0.01771 -0.05935  -0.037
C 0.31761 0.58540 0.92791  -0.047
C -1.06286 0.36045 1.05590  -0.229
O -1.78893 0.95064 1.90289  -0.198
O 0.77965 -1.24953 -2.07486  -0.266
Li 1.02841 -2.97015 -1.98933  0.849
Cr -3.52154 1.06132 2.52389  1.420
H -0.20842 0.53359 -1.74197  0.155
H 1.75452 -0.84669 0.25672  0.148
H 0.77046 1.31398 1.60406  0.136
H -1.53785 -0.37904 0.38909  0.147
H 1.68290 0.73933 -1.30937  0.267

Properties
Largest force on an atom (Eh/bohr): 0.10641
Energy above the lowest of the compared OMol25 structures with the same formula, charge and spin (kJ/mol): 252.0
Net charge: +2
Multiplicity: 5
Frontier orbital gap (alpha / beta) (eV): 5.29 / 6.28
Calculated total energy (a.u.): -1357.13064

2.
DFT (the ωB97M-V functional and the def2-TZVPD basis) results for C4H5CrLiO2 as an isolated structure at a distorted geometry.

Each line ends with the Löwdin charge.
Cartesian coordinates (Å):
H -1.55378 -1.27881 -0.79512  0.169
C -0.49790 -1.55379 -0.61664  -0.158
C 0.51665 -0.54427 -0.84177  0.271
O -0.22645 -2.66165 -0.14915  0.070
Li -0.98570 -4.32681 0.11014  0.921
H 0.25362 0.18731 -1.61338  0.141
H 1.53429 -0.92809 -0.95434  0.159
C 0.85354 0.87932 0.84737  0.152
C -0.09036 1.85317 0.91470  0.087
O -0.77100 2.65176 0.35347  0.077
Cr -1.76885 4.22543 0.44198  1.752
H 1.84291 1.26309 0.57151  0.187
H 0.89304 0.23335 1.73124  0.172

Properties
Largest force on an atom (Eh/bohr): 0.07653
Net charge: +4
Multiplicity: 5
Frontier orbital gap (alpha / beta) (eV): 6.41 / 7.19
Calculated total energy (a.u.): -1355.86920

3.
DFT (the ωB97M-V functional and the def2-TZVPD basis) results for C4H5CsLiO2 as an isolated structure at a distorted geometry.

Each line ends with the Löwdin charge.
Cartesian coordinates (Å):
C 0.52337 -1.04361 1.46817  -0.533
C 0.98057 -0.87487 0.03826  -0.154
C 0.56166 0.11094 -0.87731  -0.189
C -0.18920 1.25771 -0.59473  -0.406
O -0.86647 1.93652 -1.47559  -0.376
O -0.80136 -1.32119 1.65029  -0.579
Cs -2.69991 -1.60047 -0.31527  0.995
Li -1.87172 3.32016 -1.75264  0.785
H 1.22291 -1.73671 1.99079  0.087
H 1.54775 -1.71349 -0.38316  0.073
H 0.90562 0.03907 1.72128  0.102
H 0.88360 0.00222 -1.92039  0.091
H -0.19682 1.62371 0.45029  0.105

Properties
Largest force on an atom (Eh/bohr): 0.04398
Energy above the lowest of the compared OMol25 structures with the same formula, charge and spin (kJ/mol): 0.0
Multiplicity: 2
Frontier orbital gap (alpha / beta) (eV): 3.41 / 4.68
Calculated total energy (a.u.): -333.46365

4.
DFT (the ωB97M-V functional and the def2-TZVPD basis) results for C4H5CuLiO3 as an isolated structure at a distorted geometry.

Each line ends with the Löwdin charge.
Cartesian coordinates (Å):
Cu 0.34198 2.20474 0.01766  0.874
O 1.40951 0.34100 0.01038  -0.166
C 2.71096 -0.27161 -0.02293  0.033
H 2.83530 -0.90183 0.86287  0.119
H 2.80773 -0.85741 -0.94218  0.120
H 3.41967 0.55869 -0.01263  0.114
C -2.98214 0.74723 -0.04449  -0.034
C -2.05015 -0.20715 -0.11873  -0.178
O -0.70438 0.41672 0.11130  -0.210
C 0.31867 -0.41998 0.04193  -0.645
O 0.29513 -1.62728 0.06571  0.088
Li -1.60403 -2.24692 0.02192  0.767
H -4.02999 0.44271 -0.01124  0.062
H -2.76827 1.82108 0.02042  0.056

Properties
Largest force on an atom (Eh/bohr): 0.03043
Net charge: +1
Multiplicity: 3
Frontier orbital gap (alpha / beta) (eV): 8.72 / 5.36
Calculated total energy (a.u.): -2028.75081

5.
DFT (the ωB97M-V functional and the def2-TZVPD basis) results for a 2-piece molecular cluster, C4H5F3 overall at a distorted geometry.

Each line ends with the Löwdin charge.
Cartesian coordinates (Å):
C 1.84736 -0.62603 1.51456  -0.176
C 1.08827 -0.80560 0.47076  -0.088
C -1.41039 0.28629 -1.31951  -0.086
C -0.86976 0.96580 -0.13234  -0.158
F 2.97783 -1.34087 1.78486  -0.014
F 1.21196 -1.61895 -0.57157  0.036
F -1.58466 0.89504 0.99041  0.025
H 1.62888 0.09033 2.28956  0.098
H -0.70304 0.35039 -2.14053  0.085
H -1.62711 -0.76054 -1.10583  0.086
H -2.35437 0.75026 -1.62700  0.087
H -0.20497 1.81390 -0.15336  0.105

Properties
Largest force on an atom (Eh/bohr): 0.04902
Energy above the lowest of the compared OMol25 structures with the same formula, charge and spin (kJ/mol): 401.6
Multiplicity: 1
Frontier orbital gap (alpha / beta) (eV): 9.81 / 7.90
Calculated total energy (a.u.): -454.82681

6.
DFT (the ωB97M-V functional and the def2-TZVPD basis) results for an isolated ion of composition C4H5F3NO2S2 and charge +1 at a distorted geometry.

Each line ends with the Löwdin charge.
Cartesian coordinates (Å):
O 0.75644 2.37371 0.42506  -0.271
S -0.32434 1.37746 0.14935  0.839
O -1.64540 1.93425 0.63079  -0.293
C -0.02334 -0.19283 1.10797  -0.327
C 1.57243 -0.41688 1.15617  -0.326
S 1.61548 -2.01928 0.19034  1.016
C -0.16612 -2.16421 -0.19154  -0.216
N -0.87472 -1.17970 0.36314  0.000
C -0.49203 1.10915 -1.69620  -0.474
F 0.47324 0.25575 -2.24287  0.086
F -0.32450 2.37662 -2.28042  0.112
F -1.77354 0.67689 -2.08427  0.091
H -0.34674 0.06538 2.17871  0.180
H 1.82919 -0.44381 2.26123  0.125
H 2.23058 0.25405 0.52053  0.104
H -0.60883 -3.00154 -0.82843  0.157
H -1.89783 -1.00501 0.34045  0.197

Properties
Largest force on an atom (Eh/bohr): 0.16143
Energy above the lowest of the compared OMol25 structures with the same formula, charge and spin (kJ/mol): 254.4
Net charge: +1
Multiplicity: 1
Frontier orbital gap (eV): 9.23
Calculated total energy (a.u.): -1456.23828

7.
DFT (the ωB97M-V functional and the def2-TZVPD basis) results for one molecule with the formula C4H5F3O3 at a distorted geometry.

Each line ends with the Löwdin charge.
Cartesian coordinates (Å):
C 2.64256 -0.45682 -0.02231  -0.011
O 1.21980 -0.66274 0.12630  0.002
C 0.53030 0.39957 -0.13244  -0.374
O 0.91163 1.46949 -0.54844  0.104
C -1.23063 0.49298 0.31202  -0.352
O -1.76292 1.59543 -0.20785  0.084
F -1.23414 0.62666 1.68870  0.055
C -2.05231 -0.84838 -0.17254  -0.323
F -1.67547 -1.10679 -1.40055  0.102
F -1.65251 -1.90673 0.55985  0.086
H 3.02506 0.28615 0.70922  0.115
H 2.76352 -0.08971 -0.94727  0.040
H 3.12979 -1.51165 0.04457  0.138
H -1.44675 2.42296 0.23583  0.157
H -3.16796 -0.71044 -0.24509  0.177

Properties
Largest force on an atom (Eh/bohr): 0.08882
SMILES: COC(=O)[C@](O)(F)C(F)F
Energy above the lowest of the compared OMol25 structures with the same formula, charge and spin (kJ/mol): 0.0
Multiplicity: 1
Frontier orbital gap (eV): 10.89
Calculated total energy (a.u.): -680.69352

8.
DFT (the ωB97M-V functional and the def2-TZVPD basis) results for one molecule with the formula C4H5FN2 at a distorted geometry.

Each line ends with the Löwdin charge.
Cartesian coordinates (Å):
C 1.30121 1.14364 0.12223  -0.159
C 0.04098 1.47180 -0.09226  -0.226
C 1.56735 -0.21051 0.42136  -0.046
C -0.48990 -0.78036 -0.30482  -0.152
N -0.89684 0.51309 -0.28011  -0.015
N -1.20405 -1.91422 -0.00177  0.053
F 2.46028 -1.00818 -0.24921  -0.054
H 1.96049 1.98461 0.10978  0.102
H -0.32841 2.46329 -0.25416  0.108
H -1.85745 1.00425 -0.22107  0.189
H -1.92330 -1.95206 0.80628  0.137
H -0.63035 -2.71534 -0.05625  0.063

Properties
Largest force on an atom (Eh/bohr): 0.06425
Energy above the lowest of the compared OMol25 structures with the same formula, charge and spin (kJ/mol): 506.5
Multiplicity: 1
Frontier orbital gap (eV): 7.86
Calculated total energy (a.u.): -364.61040

9.
DFT (the ωB97M-V functional and the def2-TZVPD basis) results for one molecule with the formula C4H5FN2 at a distorted geometry.

Each line ends with the Löwdin charge.
Cartesian coordinates (Å):
C 1.54791 0.03609 -0.64421  -0.041
N 0.20497 0.17621 -0.18052  -0.066
C -0.89771 0.72386 -0.71622  -0.197
N -1.95168 0.37394 -0.03102  0.023
C -1.65548 -0.44928 1.04697  -0.084
C -0.32129 -0.67750 1.00743  -0.163
F 0.66398 -1.15667 1.81505  0.058
H 1.60553 -0.04247 -1.71106  0.080
H 2.00210 1.06493 -0.68862  0.106
H 2.03283 -0.63930 -0.02709  0.065
H -0.81230 1.56794 -1.39292  0.131
H -2.41887 -0.97776 1.52220  0.088

Properties
Largest force on an atom (Eh/bohr): 0.09552
SMILES: Cn1cncc1F
Energy above the lowest of the compared OMol25 structures with the same formula, charge and spin (kJ/mol): 185.7
Multiplicity: 1
Frontier orbital gap (eV): 9.84
Calculated total energy (a.u.): -364.73261

10.
DFT (the ωB97M-V functional and the def2-TZVPD basis) results for one molecule with the formula C4H5FN2 at a distorted geometry.

Each line ends with the Löwdin charge.
Cartesian coordinates (Å):
C -2.51508 -0.66500 -0.08437  -0.173
C 0.28669 -0.13702 1.12676  -0.087
C -0.39002 0.48979 -0.89659  -0.155
C -1.56392 0.42501 0.12172  -0.274
N -3.22103 -1.55441 -0.08173  0.160
N 0.67508 -0.33314 -0.23395  -0.063
F -2.10130 1.65404 0.31483  0.056
H 0.50439 0.70435 1.67828  0.041
H 0.25700 -1.20709 1.64444  0.118
H -0.74195 0.29067 -1.94688  0.138
H 0.11301 1.49749 -0.96306  0.133
H 0.55160 -1.33188 -0.41123  0.106

Properties
Largest force on an atom (Eh/bohr): 0.14491
Energy above the lowest of the compared OMol25 structures with the same formula, charge and spin (kJ/mol): 99.5
Multiplicity: 3
Frontier orbital gap (alpha / beta) (eV): 7.65 / 8.61
Calculated total energy (a.u.): -364.57389

largest force on an atom of number 8 (C4H5FN2)? 0.06425 Eh/bohr

multiplicity of number 9 (C4H5FN2)? 1

Look up the multiplicity of the fifth one. 1